{
  "formula": "C2H15F3HfO6",
  "method": "ωB97M-V with the def2-TZVPD basis set",
  "homo_ev": -7.91,
  "de_lowest_ev": 1.336,
  "orbital_gap_ev": 7.2,
  "multiplicity": 1,
  "total_charge": 0,
  "lumo_energy_ev": -0.7,
  "species": ["Hf", "F", "F", "F", "O", "O", "O", "O", "O", "O", "C", "C", "H", "H", "H", "H", "H", "H", "H", "H", "H", "H", "H", "H", "H", "H", "H"],
  "positions_angstrom": [[-0.299, -0.686, 0.646], [-2.216, 0.372, 1.146], [0.359, 0.528, 2.502], [-1.666, -2.460, 0.206], [0.967, -2.522, 1.615], [2.196, -0.371, 0.775], [0.234, 1.351, -0.365], [-1.586, -0.332, -1.486], [-1.399, -1.706, 2.783], [0.803, -1.726, -1.234], [0.565, 2.295, -1.311], [-0.569, 3.306, -1.579], [0.938, 1.840, -2.241], [-1.314, 2.784, -2.183], [-0.241, 4.224, -2.068], [1.049, -2.645, -1.394], [1.920, -2.511, 1.466], [-1.172, -0.061, -2.311], [0.687, -1.335, -2.108], [-2.470, 0.056, -1.503], [-0.992, 3.622, -0.626], [1.388, 2.983, -1.056], [-2.340, -1.485, 2.812], [2.640, 0.007, 1.547], [0.800, -3.276, 2.192], [2.859, -0.396, 0.076], [-1.139, -1.854, 3.698]]
}


{
  "formula": "C54H48As2N2OPRuS4",
  "method": "ωB97M-V with the def2-TZVPD basis set",
  "homo_ev": -10.28,
  "de_lowest_ev": 0.000,
  "orbital_gap_ev": 5.8,
  "multiplicity": 1,
  "total_charge": 1,
  "lumo_energy_ev": -4.5,
  "species": ["Ru", "As", "As", "S", "S", "S", "S", "P", "O", "N", "N", "C", "C", "C", "C", "C", "C", "C", "C", "C", "C", "C", "C", "C", "C", "C", "C", "C", "C", "C", "C", "C", "C", "C", "C", "C", "C", "C", "C", "C", "C", "C", "C", "C", "C", "C", "C", "C", "C", "C", "C", "C", "C", "C", "C", "C", "C", "C", "C", "C", "C", "C", "C", "C", "C", "H", "H", "H", "H", "H", "H", "H", "H", "H", "H", "H", "H", "H", "H", "H", "H", "H", "H", "H", "H", "H", "H", "H", "H", "H", "H", "H", "H", "H", "H", "H", "H", "H", "H", "H", "H", "H", "H", "H", "H", "H", "H", "H", "H", "H", "H", "H", "H"],
  "positions_angstrom": [[0.398, -0.687, -0.467], [0.060, 1.616, -1.502], [-1.999, 1.949, 1.514], [-1.723, -1.010, -0.898], [2.844, 0.189, -0.692], [-3.165, -3.579, -1.474], [1.065, -1.692, -2.541], [2.970, -1.405, -1.888], [1.022, -0.335, 1.363], [0.160, -2.646, 0.335], [-0.824, -3.421, -0.248], [3.548, -2.859, -0.976], [0.717, -3.222, 1.365], [-4.223, -2.691, 0.901], [-2.110, 0.939, -3.269], [1.177, 2.317, -2.939], [-4.174, 2.137, -3.534], [-5.627, -0.769, 1.287], [4.878, -0.088, -3.410], [-0.828, 0.142, 5.117], [2.522, -3.193, 3.064], [4.238, -2.289, -4.172], [-4.884, 4.949, 0.971], [3.255, 3.292, -3.685], [0.680, 2.429, -4.233], [-5.383, -1.968, 0.636], [-3.341, 1.085, -3.888], [-2.546, 1.704, 5.716], [3.485, -1.128, 3.824], [-2.946, 3.658, 1.620], [4.107, -1.234, -3.271], [-4.169, 3.759, 0.960], [-1.700, 1.843, -2.289], [-3.920, -3.953, 0.151], [1.472, 2.950, -5.247], [1.765, -1.096, 2.133], [-4.379, 6.052, 1.641], [5.136, -2.186, -5.218], [5.785, 0.005, -4.456], [-0.143, 2.611, 1.279], [2.683, -0.426, 2.965], [1.678, -2.504, 2.174], [-3.561, -0.996, 2.490], [-3.318, -2.195, 1.836], [0.324, -4.620, 1.742], [-1.841, 1.525, 3.415], [3.415, -2.527, 3.868], [-0.941, 0.531, 3.792], [-1.632, 0.729, 6.084], [2.762, 3.376, -4.979], [-3.168, 5.960, 2.312], [2.471, 2.763, -2.673], [4.578, -5.059, 0.361], [-3.768, 3.044, -2.568], [-4.714, -0.278, 2.212], [-2.649, 2.103, 4.389], [3.409, -5.180, -0.376], [-2.534, 2.899, -1.948], [0.245, 3.016, -0.144], [4.724, -2.739, -0.239], [2.888, -4.080, -1.043], [5.911, -1.040, -5.357], [-1.742, -2.758, -0.836], [5.233, -3.836, 0.432], [-2.457, 4.770, 2.304], [-2.419, -2.758, 2.063], [4.253, 3.644, -3.458], [-2.851, -0.622, 3.219], [1.067, 3.029, -6.247], [-4.906, 0.657, 2.722], [0.676, -4.878, 2.736], [2.719, 0.653, 2.897], [2.491, -4.273, 3.103], [6.146, -3.740, 1.007], [-3.649, 0.376, -4.646], [4.985, -5.919, 0.877], [1.300, 3.293, -0.172], [-1.549, 0.426, 7.120], [-3.183, 2.160, 6.463], [6.389, 0.896, -4.568], [-2.243, 3.626, -1.201], [5.236, -1.785, -0.183], [-2.779, 6.817, 2.848], [4.184, -0.603, 4.462], [3.377, 3.784, -5.771], [4.061, -3.081, 4.535], [-3.247, -4.608, 0.702], [2.872, 2.721, -1.671], [-0.756, -4.732, 1.715], [-5.138, 2.250, -4.012], [-1.524, 4.706, 2.852], [-0.328, 2.123, -4.470], [0.494, 1.798, 1.624], [3.639, -3.186, -4.059], [-4.819, -4.515, -0.101], [-5.836, 5.013, 0.458], [2.905, -6.137, -0.441], [-0.306, 3.889, -0.502], [-3.367, 2.868, 4.119], [-0.333, 0.044, 3.042], [0.729, -5.324, 1.015], [5.239, -3.000, -5.924], [-4.407, 3.874, -2.295], [-6.093, -2.343, -0.091], [-1.462, 0.119, -3.561], [-6.535, -0.219, 1.077], [4.763, 0.730, -2.709], [-0.114, -0.626, 5.394], [-4.566, 2.895, 0.439], [-4.932, 6.983, 1.648], [1.973, -4.171, -1.617], [0.031, 3.458, 1.945], [6.617, -0.965, -6.174]]
}


{
  "formula": "C84H98ClF42N14P7",
  "method": "ωB97M-V with the def2-TZVPD basis set",
  "homo_ev": -16.77,
  "orbital_gap_ev": 6.1,
  "multiplicity": 1,
  "total_charge": 6,
  "lumo_energy_ev": -10.7,
  "species": ["Cl", "P", "P", "P", "P", "P", "P", "P", "F", "F", "F", "F", "F", "F", "F", "F", "F", "F", "F", "F", "F", "F", "F", "F", "F", "F", "F", "F", "F", "F", "F", "F", "F", "F", "F", "F", "F", "F", "F", "F", "F", "F", "F", "F", "F", "F", "F", "F", "F", "F", "N", "N", "N", "N", "N", "N", "N", "N", "N", "N", "N", "N", "N", "N", "C", "C", "C", "C", "C", "C", "C", "C", "C", "C", "C", "C", "C", "C", "C", "C", "C", "C", "C", "C", "C", "C", "C", "C", "C", "C", "C", "C", "C", "C", "C", "C", "C", "C", "C", "C", "C", "C", "C", "C", "C", "C", "C", "C", "C", "C", "C", "C", "C", "C", "C", "C", "C", "C", "C", "C", "C", "C", "C", "C", "C", "C", "C", "C", "C", "C", "C", "C", "C", "C", "C", "C", "C", "C", "C", "C", "C", "C", "C", "C", "C", "C", "C", "C", "H", "H", "H", "H", "H", "H", "H", "H", "H", "H", "H", "H", "H", "H", "H", "H", "H", "H", "H", "H", "H", "H", "H", "H", "H", "H", "H", "H", "H", "H", "H", "H", "H", "H", "H", "H", "H", "H", "H", "H", "H", "H", "H", "H", "H", "H", "H", "H", "H", "H", "H", "H", "H", "H", "H", "H", "H", "H", "H", "H", "H", "H", "H", "H", "H", "H", "H", "H", "H", "H", "H", "H", "H", "H", "H", "H", "H", "H", "H", "H", "H", "H", "H", "H", "H", "H", "H", "H", "H", "H", "H", "H", "H", "H", "H", "H", "H", "H"],
  "positions_angstrom": [[-0.234, 2.361, -4.192], [4.058, -2.818, -2.156], [2.715, -1.109, 5.398], [-0.423, -7.353, -0.676], [-0.721, -0.464, -0.880], [-6.700, -0.297, -2.045], [5.948, 1.975, -0.762], [-2.754, 2.871, 2.227], [3.652, -3.158, -3.727], [0.056, -1.896, -0.601], [-6.263, -0.850, -0.495], [-1.603, 3.005, 1.144], [0.336, -7.678, 0.717], [-2.127, -1.115, -0.459], [0.089, -8.606, -1.414], [-3.900, 3.567, 1.169], [5.663, 0.757, -1.782], [2.606, -1.574, 3.814], [-7.673, -1.602, -2.054], [4.217, -1.824, 5.427], [5.569, -2.461, -2.613], [4.647, -2.658, -0.671], [0.726, 0.169, -1.251], [2.990, -0.483, 6.902], [-1.018, -0.837, -2.434], [-1.708, 2.131, 3.187], [-3.159, 1.395, 1.670], [2.527, -3.318, -1.671], [7.395, 1.352, -0.227], [0.839, -6.530, -1.193], [4.584, -4.338, -2.007], [-1.732, -8.129, -0.091], [3.468, 0.235, 4.841], [2.050, -2.428, 6.009], [-1.400, 1.015, -1.092], [-3.943, 2.809, 3.361], [6.707, 2.803, -1.995], [1.313, -0.317, 5.311], [6.160, 3.241, 0.242], [-7.230, 0.130, -3.446], [-5.733, 1.071, -1.823], [4.454, 2.596, -1.306], [-2.326, 4.295, 2.779], [-7.899, 0.474, -1.258], [-0.434, -0.101, 0.705], [-1.132, -6.018, 0.093], [-5.504, -1.158, -2.659], [5.091, 1.265, 0.408], [-1.147, -6.909, -2.086], [3.542, -1.366, -2.183], [4.082, 1.018, -4.625], [-1.568, -1.745, 4.696], [7.416, -1.394, 1.228], [10.042, -2.367, -6.530], [-0.642, -2.737, -4.063], [2.650, -6.341, 1.401], [-7.556, 1.560, 2.167], [2.095, 2.431, 1.090], [-6.011, -6.537, -1.734], [-3.054, 8.034, 0.087], [-13.842, 1.169, 5.421], [2.816, 8.157, -2.995], [5.827, -0.646, 7.839], [-3.406, 2.539, -4.164], [6.651, -0.565, 5.222], [3.294, 6.944, -1.047], [-3.261, 3.520, -2.033], [1.804, 1.315, 2.039], [-3.065, 7.291, -2.153], [2.027, 7.153, -3.414], [1.432, 3.684, -0.830], [-1.099, -2.822, 5.308], [6.147, -1.087, 1.579], [-2.931, -3.179, -4.054], [1.244, 2.640, 0.073], [-3.221, 8.298, -1.225], [5.222, 1.737, -4.722], [3.321, 4.355, 0.411], [0.919, -4.518, 2.622], [1.682, -4.217, 1.495], [10.950, -3.441, -7.088], [6.207, 0.595, 5.832], [3.475, -7.369, 0.662], [-0.010, -3.600, 3.347], [5.279, -0.637, 9.250], [-10.047, 1.402, 3.512], [-12.740, 1.014, 6.130], [6.932, -0.666, 3.774], [8.237, -0.963, 3.347], [4.074, -0.249, -5.045], [-11.475, 1.132, 5.589], [1.067, -5.831, 3.125], [-2.719, 6.762, 0.491], [8.694, -0.346, -6.651], [-2.609, 5.739, -0.377], [-6.253, -5.480, -2.556], [-2.775, 4.808, -4.084], [-2.831, 5.963, -1.744], [2.883, 1.699, -4.066], [1.942, 5.961, -2.720], [-12.544, 1.519, 3.479], [-3.501, 2.428, -2.821], [9.216, -2.777, -5.518], [9.792, -1.144, -7.044], [-2.825, -3.976, -2.962], [3.467, 8.041, -1.832], [-2.374, -0.781, 5.523], [-13.761, 1.427, 4.109], [0.457, -1.812, -4.497], [-15.212, 1.019, 6.030], [5.199, -0.929, -5.403], [-2.877, 4.765, -2.668], [-0.557, -2.499, 2.686], [-3.652, 1.352, -5.011], [-8.541, 0.804, 1.650], [-9.770, 0.680, 2.320], [5.892, -0.678, 2.875], [-1.556, -4.153, -2.441], [6.792, -1.717, 5.964], [-11.379, 1.321, 4.215], [-2.958, 9.076, 1.091], [7.642, -1.798, -0.156], [-6.204, 1.612, 1.542], [-7.789, 2.282, 3.277], [-1.821, -2.619, -4.628], [8.111, -2.068, -5.144], [6.326, -1.752, 7.269], [3.035, 9.367, -3.876], [-1.307, -1.556, 3.387], [7.793, -0.843, -5.694], [-0.456, -3.566, -3.035], [2.544, 5.850, -1.492], [-7.083, -7.550, -1.611], [-9.000, 2.232, 3.923], [2.426, 4.637, -0.627], [-4.754, -6.647, -1.164], [5.740, 0.467, 7.106], [-4.005, -4.688, -2.419], [-2.939, 3.629, -4.754], [6.402, 1.138, -5.119], [-5.316, -4.529, -2.898], [8.445, -1.278, 2.043], [2.489, -5.133, 0.885], [-0.287, -3.759, 4.709], [-3.830, -5.698, -1.477], [3.095, 3.301, 1.261], [1.906, -6.704, 2.459], [6.445, -0.237, -5.366], [-8.377, 0.230, 0.729], [0.479, 1.917, -0.088], [2.885, 2.650, -4.567], [-7.012, 2.888, 3.633], [-3.724, 9.819, 0.865], [-5.635, -3.756, -3.568], [5.944, 1.514, 5.336], [5.879, -1.275, 9.862], [4.208, 4.927, 0.543], [-6.721, -8.523, -1.284], [-6.208, 0.793, 0.850], [2.886, 10.243, -3.277], [2.375, 9.336, -4.726], [-2.676, 0.952, -5.208], [-3.089, 8.626, 2.061], [3.757, 6.879, -0.106], [-2.546, 5.722, -4.642], [2.061, -7.718, 2.834], [0.790, 3.706, -1.718], [1.277, 5.193, -3.128], [-10.526, 0.005, 2.016], [4.899, -0.441, 3.203], [3.738, 3.193, 2.146], [-2.846, -5.786, -1.041], [-5.430, 1.467, 2.291], [7.066, -2.617, 5.447], [6.520, -2.689, 7.784], [3.591, -7.149, -0.422], [-1.873, -1.937, -5.474], [5.123, 2.793, -4.466], [1.845, 0.336, 1.603], [-4.214, 0.617, -4.439], [-9.068, 2.819, 4.817], [0.045, -0.835, -4.405], [9.535, -3.673, -5.027], [-3.251, 7.574, -3.176], [1.565, -3.286, 0.962], [9.144, -0.988, 3.975], [2.497, 1.301, 2.864], [-4.111, 1.695, -5.934], [8.551, -1.306, -0.423], [9.398, -1.410, 1.575], [-1.385, -2.770, 6.352], [-12.794, 0.728, 7.199], [-5.996, 2.579, 1.097], [5.376, 0.393, 9.588], [4.236, -0.933, 9.192], [4.021, 9.323, -4.259], [-2.286, 0.229, 5.151], [2.970, 1.815, -2.962], [1.540, 7.347, -4.365], [-15.554, 1.961, 6.534], [-2.335, 4.759, 0.027], [0.508, -6.190, 3.961], [11.405, -3.064, -7.992], [8.642, 0.629, -7.104], [-3.795, -3.112, -4.661], [10.485, -0.787, -7.799], [-4.498, -7.508, -0.577], [5.318, -1.275, 0.933], [1.266, -1.889, -3.735], [0.148, -4.576, 5.213], [2.023, 1.094, -4.304], [11.735, -3.614, -6.383], [-3.424, -1.064, 5.440], [7.449, -2.460, -4.390], [-2.807, 3.599, -5.840], [6.752, -1.551, -0.686], [10.350, -4.330, -7.302], [-2.517, 6.606, 1.530], [-3.472, 9.327, -1.426], [5.162, 1.228, 7.602], [3.107, -0.687, -5.134], [2.960, -4.874, -0.049], [-14.705, 1.482, 3.586], [4.053, 8.928, -1.589], [-7.809, -7.139, -0.951], [7.746, -2.865, -0.212], [5.109, -1.978, -5.596], [-3.388, 3.417, -0.976], [-15.983, 0.671, 5.343], [-10.575, 1.212, 6.168], [-1.992, 9.542, 1.072], [-12.483, 1.660, 2.424], [-15.092, 0.215, 6.732], [-0.294, -2.321, 1.657], [-1.309, -4.752, -1.594], [4.420, -7.309, 1.147], [7.311, 1.675, -5.080], [0.772, 1.589, 2.409], [0.691, -2.065, -5.531], [-2.008, -0.869, 6.562], [-7.250, -5.390, -2.973], [0.560, -3.713, -2.619], [-3.789, 1.526, -2.344], [3.069, -8.356, 0.774], [-1.719, -0.656, 2.946], [-7.519, -7.605, -2.597]]
}


{
  "formula": "C6H8N2",
  "method": "ωB97M-V with the def2-TZVPD basis set",
  "homo_ev": -9.50,
  "de_lowest_ev": 3.974,
  "orbital_gap_ev": 10.4,
  "multiplicity": 1,
  "total_charge": 0,
  "lumo_energy_ev": 0.9,
  "smiles": "[H]/N=C\\N1CC(C#C)C1",
  "species": ["N", "N", "C", "C", "C", "C", "C", "C", "H", "H", "H", "H", "H", "H", "H", "H"],
  "positions_angstrom": [[-0.124, 2.127, 2.044], [-0.847, 0.139, 0.957], [-1.103, -0.155, -0.438], [0.861, -1.320, -1.631], [1.573, -1.094, -2.610], [0.095, -1.137, -0.478], [0.555, -0.317, 0.798], [-1.025, 1.433, 1.400], [-2.031, 2.002, 1.256], [2.214, -1.133, -3.500], [0.997, -0.820, 1.633], [-0.811, 0.673, -1.183], [1.141, 0.659, 0.454], [-0.311, -2.109, -0.027], [-2.073, -0.664, -0.712], [0.888, 1.716, 2.037]]
}